C22H56BCrF10N5O10S2 | ωB97M-V/def2-TZVPD

Positions of all 107 atoms, in Å:
Cr: -1.2727 1.8545 -1.3688
B: 0.2614 0.1269 0.0691
F: 0.6776 -1.0887 0.5160
F: -1.0664 0.3431 0.5388
F: 1.0386 1.2167 0.5061
F: 0.1402 0.2823 -1.3722
C: -4.8774 1.6521 -3.2223
F: -3.8539 1.4348 -4.0639
F: -5.1746 2.9326 -3.2268
F: -5.9106 0.9279 -3.5800
S: -4.3701 1.1572 -1.4755
O: -4.3396 2.3850 -0.7337
O: -5.3161 0.2164 -1.0394
N: -2.7660 0.5891 -1.6628
S: -2.8564 -1.0651 -1.8698
O: -3.9514 -1.4291 -2.6920
O: -1.5379 -1.5100 -2.1995
C: -3.1708 -1.8284 -0.1680
F: -2.0297 -2.3120 0.2848
F: -3.6674 -0.9325 0.6783
F: -4.0529 -2.8013 -0.3628
C: 3.8878 2.6956 3.1121
C: 2.4376 2.3252 2.8965
O: 1.6288 2.7167 4.0117
H: 4.0598 3.7694 3.2079
H: 4.4632 2.4195 2.2189
H: 4.2800 2.2228 4.0113
H: 2.2974 1.2593 2.7234
H: 2.0523 2.8872 2.0395
H: 1.4335 1.9157 4.5139
C: 3.4049 -0.1597 -1.0883
C: 3.8245 -1.4660 -0.4724
O: 4.3398 -2.2714 -1.5412
H: 3.1834 0.5916 -0.3319
H: 2.5527 -0.2600 -1.7656
H: 4.2279 0.2114 -1.7068
H: 3.0290 -1.9747 0.0773
H: 4.6615 -1.2948 0.2168
H: 4.6397 -3.1112 -1.1801
C: 2.2374 -1.8272 3.8750
C: 0.7517 -2.1261 3.9725
C: -0.0679 -0.8464 3.9839
O: 0.4012 0.1421 4.8700
C: 0.5203 -0.2320 6.2213
N: 0.2887 -2.9539 2.8275
H: 2.7729 -2.7728 3.8498
H: 2.5979 -1.1966 4.6920
H: 2.4241 -1.2206 2.9825
H: 0.4944 -2.7099 4.8626
H: -1.1366 -1.0123 4.1860
H: -0.0454 -0.4558 2.9586
H: 0.9222 0.6113 6.7705
H: 1.1317 -1.1280 6.3760
H: -0.4647 -0.5271 6.6188
H: 0.2912 -2.2929 2.0552
H: 0.9835 -3.6631 2.6263
C: 2.4866 3.7544 -2.5491
C: 1.0226 3.3730 -2.6746
C: 0.7766 2.1515 -3.5362
O: -0.5630 1.7472 -3.3091
C: -1.0745 0.9254 -4.3899
N: 0.3520 3.1680 -1.3246
H: 2.5591 4.7186 -2.0389
H: 2.8853 3.9408 -3.5472
H: 3.0951 3.0228 -2.0173
H: 0.5243 4.2073 -3.1793
H: 1.4428 1.3463 -3.2099
H: 1.0159 2.4404 -4.5582
H: -1.3646 1.5648 -5.2242
H: -1.9427 0.3643 -4.0736
H: -0.3129 0.2166 -4.7118
H: 0.2850 4.1227 -0.9665
H: 1.1162 2.8009 -0.7430
C: 2.4699 -4.4754 -3.4576
C: 1.0988 -4.0278 -2.9629
C: 0.1085 -5.1770 -2.9381
O: -0.5194 -5.2910 -4.1802
C: -1.4075 -6.3684 -4.2330
N: 1.2095 -3.4438 -1.6230
H: 2.3480 -4.9456 -4.4388
H: 2.9389 -5.2457 -2.8429
H: 3.1241 -3.6089 -3.5583
H: 0.7478 -3.2696 -3.6794
H: -0.6095 -5.0035 -2.1172
H: 0.6447 -6.1022 -2.6704
H: -2.0934 -6.2441 -5.0654
H: -2.0072 -6.4513 -3.3129
H: -0.8716 -7.3250 -4.3164
H: 0.3254 -3.0276 -1.3469
H: 1.8936 -2.6969 -1.6430
C: -0.4288 4.1242 1.8740
C: -1.2535 2.8608 1.7309
C: -2.3808 2.8330 2.7360
O: -3.0645 1.6191 2.5604
C: -4.2153 1.5166 3.3882
N: -1.9289 2.7800 0.3622
H: -1.0447 5.0259 1.9623
H: 0.2569 4.2567 1.0375
H: 0.2001 4.0814 2.7647
H: -0.6384 1.9975 1.9645
H: -3.0680 3.6973 2.6713
H: -1.9574 2.8913 3.7527
H: -4.5528 0.4894 3.3087
H: -5.0113 2.1547 2.9822
H: -3.9765 1.8488 4.3986
H: -2.8947 2.4791 0.5572
H: -2.1564 3.7663 0.1618

Output
Spin multiplicity ... 4
Charge ... +1
Total energy ... -4762.2799 hartree
ΔE to the lowest compared entry with this formula, charge and spin ... 0.00 kJ/mol
<S²> ... 3.78

C22H56N8O4P3 | ωB97M-V/def2-TZVPD

Positions of all 93 atoms, in Å:
N: -0.1229 0.9661 -2.1738
C: -0.2018 -0.3287 -2.9523
C: 1.1659 -1.2336 -2.9386
O: 0.7315 -2.6591 -2.7870
C: 2.1619 -0.9108 -1.6774
P: 3.7936 -1.9197 -1.8995
C: 4.7931 -0.4097 -2.4952
C: 4.0152 0.4983 -3.6623
O: 5.0438 1.3701 -4.2755
C: 4.1779 -1.6558 -0.0558
C: 4.0082 -0.2553 0.8075
C: 4.4692 -0.3085 2.3672
N: 5.0466 -1.4099 3.1927
C: 5.1951 -2.7212 2.4859
C: 4.7724 -2.8746 0.9248
H: 0.3346 1.6835 -2.8101
H: -1.1299 1.3038 -2.1140
H: -0.4796 -0.0598 -4.0713
H: -1.0783 -1.0113 -2.5359
H: 1.6870 -1.1540 -3.9867
H: 0.2923 -2.9378 -3.6495
H: 2.3348 0.2247 -1.4576
H: 1.6609 -1.3746 -0.6993
H: 3.0859 -3.1433 -1.5410
H: 5.0173 -2.7043 -2.0638
H: 3.4723 -2.1907 -3.2869
H: 5.1988 0.2964 -1.6562
H: 5.7548 -0.8317 -3.0567
H: 3.5638 -0.1737 -4.5211
H: 3.2214 1.2296 -3.1757
H: 5.3866 0.8368 -5.0716
H: 3.5886 0.7004 0.2790
H: 4.3550 0.7339 2.9490
H: 5.6576 -3.6177 3.1060
H: 4.9073 -3.9457 0.4365
O: 2.2639 -5.1067 2.4902
P: 0.7483 -4.7900 2.4828
N: 1.0095 -3.4095 3.4834
C: 0.1547 -2.8633 4.5275
C: 1.7443 -2.3176 2.8390
N: 0.3935 -6.1315 3.5173
C: -0.1498 -6.0240 4.8610
C: 1.3343 -7.2641 3.4992
N: -0.9940 -4.4259 2.4743
C: -1.8196 -5.5444 1.9518
C: -1.3259 -3.2894 1.5853
H: -0.7436 -2.3748 4.1412
H: 0.6924 -2.1122 5.1201
H: -0.1528 -3.5992 5.2640
H: 1.1270 -1.7837 2.1142
H: 2.6254 -2.6902 2.3037
H: 2.1257 -1.5912 3.5641
H: 0.5838 -5.6267 5.5676
H: -0.4753 -7.0026 5.2355
H: -1.0597 -5.4164 4.8814
H: 2.2321 -7.0498 4.0922
H: 1.6368 -7.5081 2.4752
H: 0.8749 -8.1743 3.9021
H: -1.4923 -5.8382 0.9476
H: -2.8782 -5.2624 1.9074
H: -1.7904 -6.4307 2.5900
H: -0.9264 -3.4463 0.5770
H: -0.9365 -2.3424 1.9581
H: -2.4104 -3.1432 1.5141
O: -1.9606 4.9945 -2.7137
P: -2.9110 5.8040 -1.7978
N: -2.8886 4.5422 -0.6220
C: -3.9581 4.0950 0.2583
C: -1.5992 4.3544 0.0487
N: -4.2633 5.5277 -2.8421
C: -5.4513 4.7720 -2.4814
C: -3.9761 5.2677 -4.2627
N: -4.0036 6.7347 -0.7449
C: -4.6330 7.8893 -1.4351
C: -3.2932 7.3458 0.4013
H: -4.1799 4.7996 1.0640
H: -3.6989 3.1413 0.7355
H: -4.8852 3.8775 -0.2630
H: -1.3961 5.1483 0.7697
H: -0.7718 4.3489 -0.6704
H: -1.5411 3.3943 0.5718
H: -5.2461 3.7010 -2.4040
H: -6.2459 4.9049 -3.2262
H: -5.8961 5.1384 -1.5511
H: -3.6465 4.2338 -4.4231
H: -3.2039 5.9474 -4.6388
H: -4.8593 5.4399 -4.8891
H: -3.8727 8.5511 -1.8663
H: -5.2517 8.4706 -0.7412
H: -5.3133 7.5889 -2.2355
H: -2.4335 7.9359 0.0647
H: -2.9336 6.6021 1.1120
H: -3.9591 7.9956 0.9817

Output
Charge ... -1
Total energy ... -2634.3111 hartree

C22H57Cl2MnO21P4 | ωB97M-V/def2-TZVPD

Positions of all 107 atoms, in Å:
Mn: -2.8321 -3.3998 -0.0099
C: -0.5427 -0.1223 -0.6021
C: -1.3802 -1.3240 -0.2213
O: -0.8919 -2.4842 -0.2078
O: -2.6042 -1.2109 0.0713
H: -0.7661 0.6544 0.1245
H: -0.7707 0.0611 -1.6505
H: 0.5350 -0.2675 -0.5394
Cl: 1.6543 -1.0267 3.4050
C: 1.9181 -1.7277 1.7982
C: 3.1771 -2.5180 1.6938
Cl: 3.1509 -3.9832 2.8078
H: 1.9324 -0.8354 1.1717
H: 1.0001 -2.2545 1.5375
H: 4.0102 -1.9153 2.0453
H: 3.3735 -2.9084 0.7008
C: 2.7282 1.7075 -2.4631
O: 2.3177 0.3539 -2.5646
P: 3.1176 -0.7905 -1.7407
O: 3.5699 -0.3850 -0.4035
O: 2.0350 -1.9469 -1.7674
C: 2.4426 -3.2933 -1.6095
O: 4.1621 -1.3188 -2.8268
C: 5.4817 -0.7526 -2.8549
H: 2.4823 2.2594 -3.3668
H: 3.8223 1.7462 -2.4070
H: 2.4341 2.2437 -1.5597
H: 2.4080 -3.9237 -2.4987
H: 1.8291 -3.7384 -0.8298
H: 3.4672 -3.5092 -1.2874
H: 6.1566 -1.1287 -2.0903
H: 5.3857 0.3324 -2.8454
H: 5.9208 -0.9623 -3.8298
C: -2.4690 -6.4819 2.9541
O: -2.1753 -5.4355 3.8830
P: -1.9131 -3.9389 3.3773
O: -2.4637 -3.6180 2.0670
O: -0.3276 -3.7066 3.5463
C: 0.4062 -4.1866 4.6833
O: -2.4623 -3.0428 4.5660
C: -3.8196 -2.8597 4.8702
H: -3.2913 -7.0805 3.3466
H: -1.5276 -7.0245 2.8746
H: -2.8149 -6.2970 1.9353
H: 0.8227 -3.3320 5.2071
H: 1.1813 -4.8733 4.3597
H: -0.2075 -4.7600 5.3803
H: -3.8704 -1.9683 5.5022
H: -4.1675 -3.5085 5.6932
H: -4.5947 -2.9962 4.1198
C: 0.8401 -5.5325 1.2223
O: -0.0053 -6.4955 0.5744
P: -0.8667 -6.0312 -0.6846
O: -2.0941 -5.2911 -0.3422
O: -1.1340 -7.4191 -1.4009
C: -2.2151 -8.2887 -1.0502
O: 0.1258 -5.2704 -1.6467
C: -0.3645 -4.7618 -2.8794
H: 0.4199 -4.5249 1.2462
H: 1.9085 -5.5011 1.0093
H: 0.7853 -5.9333 2.2431
H: -2.6310 -8.7468 -1.9461
H: -3.0550 -7.7619 -0.5953
H: -1.8902 -9.1020 -0.4048
H: -1.0023 -3.8816 -2.7913
H: -0.9842 -5.5391 -3.3418
H: 0.3799 -4.5765 -3.6496
C: -2.4339 6.2744 -2.1494
O: -1.8608 5.7212 -3.3783
P: -1.0728 4.3429 -3.2847
O: -0.7058 3.7218 -4.5495
O: 0.1872 4.6515 -2.3399
C: 1.3338 5.3385 -2.8740
O: -1.9664 3.4533 -2.2729
C: -2.4839 2.1923 -2.7088
H: -3.5089 6.1934 -2.2905
H: -2.0925 7.2782 -1.9222
H: -2.1786 5.6019 -1.3329
H: 1.9086 4.6188 -3.4512
H: 1.8723 5.6933 -1.9979
H: 1.0444 6.2368 -3.4181
H: -3.0651 2.1291 -3.6265
H: -2.8374 1.5078 -1.9408
H: -1.5578 1.6739 -2.9928
C: -2.4140 2.5935 0.9898
O: -2.4926 3.9374 1.4404
C: -1.2332 4.5597 1.3495
C: -1.2906 6.0441 1.6321
O: -0.4447 6.8553 0.8722
C: 0.9331 6.7350 1.2327
C: 1.7084 7.8730 0.6335
O: 1.5659 8.0912 -0.7637
C: 0.9307 9.3235 -1.0778
H: -2.4148 2.5792 -0.0976
H: -3.2155 2.0089 1.4358
H: -1.4704 2.1963 1.3806
H: -0.8376 4.5251 0.3219
H: -0.5424 4.0046 1.9960
H: -1.2594 6.2243 2.7179
H: -2.3367 6.3517 1.5197
H: 1.3110 5.7560 0.9139
H: 1.0277 6.7013 2.3238
H: 2.7337 7.4820 0.6447
H: 1.7047 8.7197 1.3212
H: 0.2006 9.5235 -0.2872
H: 0.3436 9.2886 -1.9942
H: 1.6628 10.1339 -1.0826

Output
Spin multiplicity ... 6
Charge ... +1
Total energy ... -5889.4050 hartree
ΔE to the lowest compared entry with this formula, charge and spin ... 0.00 kJ/mol
<S²> ... 8.75

C22H57ClN3O14 | ωB97M-V/def2-TZVPD

Positions of all 97 atoms, in Å:
Cl: 0.6897 -0.1010 -1.4630
O: 1.9520 -0.7716 -1.2874
O: -0.1056 -0.3888 -0.3047
O: 0.8464 1.3151 -1.7146
O: 0.0854 -0.6297 -2.6636
C: -3.2272 -1.1505 4.3267
O: -1.8655 -0.9484 3.9919
C: -1.5054 -1.4451 2.7071
C: -1.9096 -2.8953 2.4377
N: -1.4963 -3.8067 3.5054
C: -2.3745 -4.9693 3.6342
C: -2.2027 -6.0003 2.5469
O: -3.1027 -7.0545 2.7827
C: -2.9147 -8.1635 1.9651
H: -3.4881 -0.3881 5.0671
H: -3.3101 -2.1247 4.8206
H: -3.9686 -1.0174 3.5345
H: -0.4189 -1.3907 2.6250
H: -1.9344 -0.8169 1.9225
H: -1.4697 -3.2341 1.4985
H: -2.9935 -2.8179 2.2423
H: -1.6463 -3.2794 4.3602
H: -3.4375 -4.6983 3.7187
H: -2.0979 -5.4300 4.5888
H: -1.1498 -6.3057 2.5505
H: -2.4776 -5.5531 1.5820
H: -1.9541 -8.6538 2.1893
H: -2.8799 -7.9398 0.8915
H: -3.6731 -8.9265 2.1303
C: -1.9628 3.0009 -0.1989
O: -3.3628 3.2141 -0.1352
C: -3.7353 4.5157 -0.5398
C: -5.2492 4.5673 -0.4456
N: -5.8509 5.8436 -0.8852
C: -5.6271 6.9298 0.1110
C: -6.6240 6.8076 1.2922
O: -7.9219 6.5829 0.8105
C: -8.6394 5.6050 1.5277
H: -1.7252 1.9401 -0.2956
H: -1.5511 3.3277 0.7623
H: -1.4692 3.4722 -1.0530
H: -3.2934 4.6958 -1.5244
H: -3.3401 5.2774 0.1522
H: -5.5938 4.2589 0.5477
H: -5.6127 3.8029 -1.1401
H: -6.8526 5.6853 -0.8524
H: -5.7893 7.8818 -0.4017
H: -4.5744 6.9130 0.3774
H: -6.6152 7.7602 1.8366
H: -6.1761 6.1014 1.9970
H: -8.6984 5.7649 2.6122
H: -8.3078 4.6003 1.2733
H: -9.6985 5.7590 1.2942
C: 5.3477 -2.7188 -4.6225
O: 6.3537 -1.9204 -3.9999
C: 5.8279 -0.6779 -3.5877
C: 5.0417 -0.7549 -2.2732
N: 5.9763 -0.8769 -1.1602
C: 5.2927 -0.8039 0.1182
C: 6.2580 -1.0645 1.2732
O: 7.1447 -2.1339 0.9241
C: 8.1773 -2.3114 1.8321
H: 5.0051 -2.2200 -5.5313
H: 4.4926 -2.7745 -3.9451
H: 5.7834 -3.7014 -4.7556
H: 5.1402 -0.2808 -4.3507
H: 6.6129 0.0693 -3.4851
H: 4.2924 -1.5560 -2.2525
H: 4.4627 0.1670 -2.1760
H: 6.4271 -1.7852 -1.1630
H: 4.4174 -1.4704 0.1393
H: 4.9486 0.2171 0.3099
H: 5.7202 -1.3443 2.1853
H: 6.8802 -0.1827 1.4596
H: 8.8078 -1.4313 2.0243
H: 8.8555 -3.0621 1.4134
H: 7.8712 -2.6925 2.8174
C: 2.2878 0.5006 2.0763
C: 2.7796 1.6029 1.1295
O: 1.8151 2.6758 1.0907
O: 2.4062 0.8752 3.4387
H: 2.8602 -0.4105 1.8802
H: 1.2570 0.2449 1.8210
H: 2.9640 1.2090 0.1316
H: 3.6918 2.0104 1.5670
H: 1.1648 2.3067 0.4698
H: 1.5274 1.1057 3.7468
C: 0.8130 0.4416 -6.1588
C: 1.9620 -0.5326 -6.0036
O: 1.8140 -1.5294 -7.0286
O: 0.9532 1.5530 -5.2759
H: -0.0963 -0.0838 -5.8501
H: 0.7376 0.7933 -7.1847
H: 1.9572 -0.9895 -5.0086
H: 2.9479 -0.0702 -6.1277
H: 2.3804 -2.2760 -6.8222
H: 0.9414 1.1612 -4.3941

Output
Charge ... -1
Total energy ... -2549.8755 hartree